15
Properties=species:S:1:pos:R:3:forces:R:3:lowdin_charge:R:1 method="wB97M-V/def2-TZVPD" multiplicity=1 lumo_energy_ev=0.7 e_above_lowest_ev=2.937 gap_ev=10.42 e_homo_ev=-9.694 total_energy_ha=-345.69701 smiles=CC#CC(C)(O)O
C -2.982 -0.375 0.256 -0.472 0.630 -0.427 -0.103
C -1.535 -0.375 0.310 -0.607 -0.169 -1.001 -0.057
C -0.427 -0.187 -0.103 1.225 -0.369 1.121 0.058
C 1.042 -0.122 -0.088 1.545 -1.152 -2.211 -0.648
C 1.567 1.308 0.037 0.092 -0.372 2.174 0.010
O 1.480 -1.052 0.839 2.265 -0.852 1.280 -0.002
O 1.571 -0.549 -1.372 0.619 -1.004 -1.016 -0.051
H -3.496 -0.663 1.183 0.101 -0.044 -0.511 0.081
H -3.178 0.665 0.004 -0.581 0.317 0.517 0.078
H -3.347 -0.855 -0.669 0.149 -0.525 0.772 0.091
H 0.699 1.845 0.368 -0.083 0.934 0.166 0.072
H 2.367 1.421 0.822 -0.763 -0.362 -0.774 0.107
H 1.930 1.672 -0.888 0.180 0.281 -0.908 0.070
H 2.495 -1.213 0.786 -2.597 0.915 -0.103 0.162
H 1.813 -1.520 -1.484 -1.074 1.771 0.921 0.131

=====

15
Properties=species:S:1:pos:R:3:forces:R:3:lowdin_charge:R:1 method="wB97M-V/def2-TZVPD" multiplicity=1 lumo_energy_ev=0.4 e_above_lowest_ev=4.529 gap_ev=7.47 e_homo_ev=-7.115 total_energy_ha=-345.63852
C -1.781 0.061 0.850 0.012 -0.087 -0.018 0.010
C -0.730 -0.011 -0.216 -0.376 0.192 0.052 -0.430
C 0.349 1.003 -0.200 -0.111 0.048 -0.008 -0.054
C 1.098 -0.244 0.183 0.239 -0.100 -0.330 -0.403
O 1.320 -0.602 1.508 0.197 0.072 0.077 -0.001
C 0.996 -1.169 -0.878 0.323 -0.019 0.099 0.095
O -0.848 -0.936 -1.139 -0.063 0.049 0.106 -0.070
H -2.473 0.889 0.656 0.120 -0.059 0.002 0.095
H -1.293 0.244 1.814 -0.066 0.000 -0.140 0.094
H -2.331 -0.881 0.897 0.041 0.146 -0.004 0.088
H 0.636 1.430 -1.166 -0.051 -0.113 0.124 0.126
H 0.262 1.754 0.585 -0.026 -0.125 -0.124 0.125
H 2.162 -0.209 1.771 -0.141 -0.166 0.028 0.100
H 1.239 -0.887 -1.902 -0.083 0.005 0.173 0.103
H 1.076 -2.231 -0.654 -0.016 0.156 -0.040 0.121